Record 1
ORCA calculation (ωB97M-V/def2-TZVPD) on C22H19B2BrCdF4N6O12S as an isolated structure.

Its net charge is -2. For the energy above the lowest of the compared OMol25 structures with the same formula, charge and spin, the calculation gives 0.0 kcal/mol. The value obtained for the HOMO-LUMO gap is 7.42 eV. As for the LUMO energy: 3.648 eV.

Each line ends with the Löwdin charge.
Geometry (Å):
1 Cd 0.90016 0.12888 0.34699  1.50
2 C 2.44622 4.00499 2.44623  -0.01
3 C 1.76393 2.97724 1.59770  -0.27
4 N 1.95077 1.72092 1.70434  0.01
5 O 2.72134 1.30298 2.75034  0.03
6 B 2.70815 -0.17736 2.91435  -1.11
7 F 3.65135 -0.47753 3.88016  0.14
8 F 3.00203 -0.76860 1.66781  0.08
9 O 1.40912 -0.72765 3.41353  0.04
10 N 0.38203 -0.50849 2.54821  0.02
11 C -0.76135 -0.98219 2.86839  -0.24
12 C -1.01649 -1.90410 4.00976  0.01
13 C -1.85138 -0.49952 1.98826  -0.28
14 N -1.91256 0.73627 1.72990  0.13
15 O -2.80996 1.15574 0.83749  0.06
16 B -2.72501 2.63953 0.57430  -1.09
17 F -3.66474 2.87491 -0.42428  0.13
18 F -3.01187 3.34143 1.74461  0.13
19 O -1.41918 3.10514 0.01408  0.02
20 N -0.38199 2.77674 0.82310  0.08
21 C 0.70972 3.41076 0.64523  -0.31
22 C 0.94506 4.52160 -0.32864  -0.02
23 C -2.77974 -1.59059 -0.00168  0.00
24 H 3.05809 3.52412 3.20345  0.07
25 H 1.70159 4.64633 2.92203  0.09
26 H 3.07859 4.64033 1.82061  0.08
27 H -0.08696 -2.09619 4.53614  0.08
28 H -1.41467 -2.84169 3.61336  0.09
29 H -1.76943 -1.49324 4.68119  0.08
30 H 0.10587 4.58108 -1.01783  0.07
31 H 1.86191 4.33480 -0.89010  0.08
32 H 1.04209 5.48119 0.18780  0.08
33 H -2.84038 -2.65429 -0.20679  0.10
34 H -1.87054 -1.15836 -0.40462  0.07
35 H -3.64302 -1.03506 -0.35412  0.10
36 Br 0.92550 4.20699 -6.36173  0.67
37 C -0.17211 3.37124 -5.04866  -0.67
38 C -1.54758 3.46955 -5.15662  -0.22
39 N -2.37199 2.92705 -4.26599  0.08
40 C -1.83842 2.25523 -3.24577  -0.05
41 C -0.46493 2.09415 -3.08005  -0.10
42 C 0.39342 2.67873 -3.99620  -0.05
43 C 0.09445 1.32813 -1.91145  -0.66
44 O 1.26805 1.58286 -1.55203  -0.07
45 O -0.65111 0.48622 -1.35195  -0.08
46 H -1.99527 4.00814 -5.98482  0.09
47 H -2.51587 1.84494 -2.50734  0.12
48 H 1.46267 2.58711 -3.86048  0.12
49 O 3.06904 -1.48913 -1.87935  0.06
50 C 2.30357 -2.25231 -1.32841  -0.46
51 N 1.28283 -1.93243 -0.46620  0.06
52 C 0.64990 -3.06629 -0.04408  -0.44
53 O -0.29737 -3.13938 0.71981  0.06
54 C 1.31312 -4.25558 -0.69747  -0.09
55 C 1.05787 -5.60770 -0.61320  -0.01
56 C 1.86460 -6.45988 -1.36539  -0.10
57 C 2.88464 -5.95617 -2.16920  -0.10
58 C 3.12845 -4.58575 -2.24346  -0.02
59 C 2.32295 -3.75621 -1.49303  -0.09
60 H 0.26026 -5.98173 0.01631  0.11
61 H 1.69973 -7.53033 -1.32763  0.09
62 H 3.49569 -6.64387 -2.74226  0.09
63 H 3.91852 -4.17789 -2.86140  0.11
64 O -4.40614 -3.26145 2.12492  -0.27
65 S -4.44088 -1.84357 2.31203  0.54
66 O -5.31872 -1.09056 1.47764  -0.25
67 O -2.73487 -1.47294 1.45839  -0.22
68 O -4.11874 -1.32731 3.60376  -0.26

Record 2
ORCA calculation (ωB97M-V/def2-TZVPD) on C22H19BF2N5O2PdS as an isolated structure at a distorted geometry.

Its net charge is +1. For the energy above the lowest of the compared OMol25 structures with the same formula, charge and spin, the calculation gives 47.0 kcal/mol. The value obtained for the HOMO-LUMO gap is 6.90 eV. As for the LUMO energy: -3.743 eV.

Each line ends with the Löwdin charge.
Geometry (Å):
1 Pd 0.42050 -0.88099 -0.88595  0.82
2 N -0.69946 -2.26947 0.62326  0.09
3 C -2.07147 -2.29259 0.27316  -0.26
4 C -3.03980 -1.86569 1.17299  -0.03
5 C -4.38298 -1.96333 0.85334  -0.07
6 C -4.76516 -2.49494 -0.36880  -0.07
7 C -3.79742 -2.89132 -1.27717  -0.01
8 C -2.44101 -2.77055 -0.98481  -0.14
9 C -1.44610 -2.97940 -2.06399  -0.20
10 C -1.56593 -4.05295 -2.94843  -0.03
11 C -0.83333 -4.09130 -4.12342  -0.07
12 C 0.01533 -3.04499 -4.44798  -0.08
13 C 0.18569 -1.99419 -3.55399  -0.10
14 C -0.49766 -1.98513 -2.34898  -0.11
15 H -0.53459 -1.99506 1.57974  0.10
16 H -0.20662 -3.11766 0.37853  0.11
17 H -2.73925 -1.46211 2.13394  0.11
18 H -5.13052 -1.62917 1.55989  0.11
19 H -5.81300 -2.57285 -0.62442  0.11
20 H -4.09272 -3.26969 -2.24699  0.12
21 H -2.24867 -4.85774 -2.70601  0.12
22 H -0.94854 -4.92248 -4.80643  0.11
23 H 0.55216 -3.04296 -5.38727  0.11
24 H 0.85549 -1.18205 -3.81397  0.09
25 N -0.15924 6.13344 3.67839  0.14
26 C -0.02067 5.15879 2.75013  -0.29
27 C 1.26028 4.74952 2.33066  0.00
28 C 1.41026 3.73374 1.42166  -0.05
29 C 0.27535 3.13284 0.87286  -0.31
30 C -1.00383 3.52840 1.26228  -0.05
31 C -1.14829 4.53512 2.18401  -0.01
32 S 0.43261 1.66074 -0.02557  0.81
33 O 1.81541 1.99309 -0.83939  0.02
34 O -0.64820 1.43704 -0.94013  -0.24
35 N 0.68333 0.43835 0.89601  -0.16
36 C 2.00749 -0.00869 1.10024  -0.48
37 N 2.34354 -1.03588 0.28840  0.05
38 C 3.61192 -1.47809 0.37946  -0.07
39 C 4.49219 -0.93161 1.28233  -0.02
40 C 4.04287 0.10884 2.08421  -0.07
41 N 2.80274 0.58247 1.95921  0.16
42 H 0.64952 6.52376 4.12465  0.11
43 H -1.06382 6.37499 4.03781  0.11
44 H 2.13308 5.23361 2.74958  0.12
45 H 2.39275 3.40873 1.11168  0.12
46 H -1.86845 3.04991 0.82005  0.12
47 H -2.13805 4.84478 2.49333  0.12
48 H 3.87625 -2.26710 -0.31078  0.13
49 H 5.50279 -1.30404 1.37169  0.12
50 H 4.67218 0.61039 2.80590  0.12
51 F 3.95075 1.63930 -1.68224  0.30
52 B 2.67648 1.33364 -1.64400  -0.87
53 F 2.24384 0.44249 -2.54871  0.23

Record 3
ORCA calculation (ωB97M-V/def2-TZVPD) on one molecule with the formula C22H19BrF2O2S at a distorted geometry.

Its net charge is 0. The value obtained for the HOMO-LUMO gap is 8.81 eV. As for the SMILES: Cc1ccc(C(c2ccc(C)c(F)c2)[C@@H](Br)S(=O)(=O)c2ccccc2)cc1F. As for the LUMO energy: 0.056 eV.

Each line ends with the Löwdin charge.
Geometry (Å):
1 C -5.21921 -0.43018 2.25431  -0.04
2 C -4.10349 0.38422 1.71774  -0.22
3 C -4.16240 1.13850 0.55313  -0.03
4 C -3.01275 1.67627 -0.00899  -0.13
5 C -1.84346 1.68751 0.77802  -0.23
6 C -0.65809 2.17182 0.04547  -0.29
7 C 0.57213 2.65583 0.88267  -0.16
8 C 1.14460 3.89191 0.57469  -0.01
9 C 2.28602 4.34680 1.30376  0.00
10 C 2.91000 3.49546 2.21248  -0.23
11 C 4.15888 3.86597 2.92813  -0.04
12 C 2.24532 2.35669 2.59242  -0.19
13 F 2.80553 1.55883 3.55731  0.05
14 C 1.12754 1.84722 1.87434  0.04
15 C -0.29546 1.16483 -0.95540  -0.55
16 Br -1.61334 -0.12200 -1.81378  0.76
17 S 1.16328 1.42443 -2.27454  0.75
18 O 1.24905 2.87135 -2.49802  -0.34
19 O 2.14411 0.63925 -1.53475  -0.32
20 C 0.89531 0.81463 -3.91356  -0.34
21 C 1.32429 -0.47915 -4.15863  -0.08
22 C 1.27036 -0.96581 -5.45109  -0.06
23 C 0.81105 -0.15398 -6.49626  -0.05
24 C 0.41161 1.16072 -6.22583  -0.06
25 C 0.46295 1.65947 -4.93282  -0.05
26 C -1.84725 1.23676 2.06584  0.06
27 C -2.98137 0.57031 2.52433  -0.21
28 F -2.89262 -0.00822 3.74328  0.07
29 H -6.10747 -0.28360 1.64065  0.08
30 H -5.00622 -1.50882 2.23663  0.09
31 H -5.48493 -0.18422 3.30258  0.09
32 H -5.10636 1.15371 0.00317  0.12
33 H -3.02778 2.10369 -0.99936  0.10
34 H -0.77428 2.91418 -0.73162  0.13
35 H 0.73886 4.47227 -0.22210  0.10
36 H 2.76331 5.26722 0.99714  0.11
37 H 4.58440 4.77547 2.50066  0.08
38 H 3.96005 4.04286 4.00534  0.10
39 H 4.91123 3.07018 2.87225  0.09
40 H 0.79177 0.84194 2.07503  0.12
41 H 0.25238 0.47274 -0.40274  0.02
42 H 1.66868 -1.07949 -3.30995  0.12
43 H 1.58803 -1.98849 -5.62720  0.11
44 H 0.76099 -0.53795 -7.49803  0.10
45 H 0.05657 1.80660 -7.02703  0.11
46 H 0.14658 2.68013 -4.70278  0.12
47 H -0.98017 1.38185 2.69527  0.11

Record 4
ORCA calculation (ωB97M-V/def2-TZVPD) on one molecule with the formula C22H19BrFN3O3.

Its net charge is 0. For the energy above the lowest of the compared OMol25 structures with the same formula, charge and spin, the calculation gives 0.0 kcal/mol. The value obtained for the HOMO-LUMO gap is 7.93 eV. As for the SMILES: COc1cc(CNc2ccc3[nH]c(=O)[nH]c3c2)cc(Br)c1OCc1ccc(F)cc1. As for the LUMO energy: 0.592 eV.

Each line ends with the Löwdin charge.
Geometry (Å):
1 C -5.23326 -0.25777 1.37921  -0.06
2 O -3.98585 0.29862 1.76154  -0.10
3 C -2.88164 -0.35952 1.27456  -0.22
4 C -1.95816 -0.85728 2.18191  0.05
5 C -0.82000 -1.53458 1.76523  -0.20
6 C 0.18750 -1.99933 2.79895  -0.16
7 N 1.37888 -2.61479 2.28167  0.00
8 C 2.26592 -1.94909 1.44875  -0.30
9 C 3.18148 -2.71775 0.71736  -0.05
10 C 4.13259 -2.14604 -0.10898  -0.02
11 C 4.15840 -0.76970 -0.19762  -0.20
12 N 4.94839 0.10648 -0.91707  0.17
13 C 4.57508 1.40738 -0.66244  -0.53
14 O 5.05854 2.41009 -1.13114  0.06
15 N 3.52602 1.32675 0.23134  0.19
16 C 3.25043 0.01270 0.53520  -0.18
17 C 2.29622 -0.55458 1.35574  0.05
18 C -0.63491 -1.76178 0.41117  -0.07
19 C -1.52719 -1.22180 -0.49431  -0.56
20 Br -1.22608 -1.43326 -2.35088  0.82
21 C -2.63644 -0.48269 -0.10141  -0.28
22 O -3.40413 0.10314 -1.07317  -0.10
23 C -3.53156 1.52660 -0.97017  -0.12
24 C -2.25180 2.14844 -0.47724  -0.21
25 C -2.18430 2.69880 0.79605  -0.02
26 C -0.97908 3.14840 1.30359  0.01
27 C 0.15334 3.02768 0.52179  -0.27
28 F 1.34052 3.42925 1.03240  0.04
29 C 0.11653 2.49748 -0.75454  0.01
30 C -1.09873 2.06308 -1.25051  -0.03
31 H -5.37551 -1.23571 1.85103  0.10
32 H -5.99322 0.43234 1.74129  0.10
33 H -5.32315 -0.37156 0.29628  0.09
34 H -2.14713 -0.70004 3.23288  0.13
35 H 0.47392 -1.13654 3.41107  0.12
36 H -0.29388 -2.71927 3.46826  0.13
37 H 1.28517 -3.59629 2.06656  0.13
38 H 3.13753 -3.79378 0.80413  0.11
39 H 4.82205 -2.75999 -0.66633  0.11
40 H 5.69501 -0.14313 -1.54123  0.16
41 H 3.07777 2.13736 0.62321  0.14
42 H 1.59971 0.06679 1.89360  0.11
43 H 0.21679 -2.31215 0.04481  0.10
44 H -3.77217 1.84807 -1.98716  0.14
45 H -4.36083 1.78927 -0.30336  0.12
46 H -3.07440 2.76132 1.40314  0.12
47 H -0.90874 3.57403 2.29188  0.12
48 H 1.02008 2.42614 -1.33907  0.12
49 H -1.15025 1.63962 -2.24237  0.10

Record 5
ORCA calculation (ωB97M-V/def2-TZVPD) on C22H19BrInN3O5Te as an isolated structure at a distorted geometry.

Its net charge is 0. For the energy above the lowest of the compared OMol25 structures with the same formula, charge and spin, the calculation gives 3.9 kcal/mol. The value obtained for the HOMO-LUMO gap is 8.54 eV. As for the LUMO energy: -0.254 eV.

Each line ends with the Löwdin charge.
Geometry (Å):
1 In -1.58531 0.04870 -0.45464  0.75
2 N -3.06281 -0.22380 -2.35424  -0.03
3 C -3.32661 -1.65900 -2.34364  -0.17
4 C -3.48871 -2.19770 -0.90124  -0.56
5 O -3.97131 -3.29990 -0.71394  0.05
6 N -3.07561 -1.33860 0.02316  -0.06
7 C -3.06221 -1.70420 1.40756  -0.11
8 C -1.76631 -1.27230 2.11236  -0.63
9 O -1.46911 -1.78110 3.16886  0.07
10 O -1.03881 -0.36630 1.53386  -0.13
11 H -3.88031 0.25820 -1.98124  0.11
12 H -2.90421 0.11120 -3.30164  0.11
13 H -2.47491 -2.18350 -2.79684  0.12
14 H -4.23491 -1.92450 -2.90184  0.13
15 H -3.18791 -2.78500 1.53976  0.13
16 H -3.86781 -1.18170 1.93836  0.14
17 Te 0.70219 -0.88620 -1.93424  1.51
18 C 1.11779 -2.78550 -1.03034  -0.47
19 C 0.78189 -3.05790 0.28696  -0.11
20 C 1.09829 -4.29140 0.83296  -0.05
21 C 1.74329 -5.24870 0.06666  -0.07
22 C 2.06449 -4.97810 -1.25354  -0.08
23 C 1.75469 -3.74740 -1.80554  -0.15
24 C 2.14589 0.17810 -0.75844  -0.47
25 C 1.98559 0.32980 0.61036  -0.12
26 C 2.92819 1.04780 1.33146  -0.07
27 C 4.02239 1.60740 0.69116  -0.08
28 C 4.17709 1.44630 -0.67684  -0.08
29 C 3.24209 0.73170 -1.40884  -0.14
30 H 0.27509 -2.32470 0.89676  0.08
31 H 0.82989 -4.49980 1.85766  0.12
32 H 1.99339 -6.20830 0.49416  0.11
33 H 2.55429 -5.72440 -1.86194  0.11
34 H 2.00859 -3.52840 -2.83504  0.09
35 H 1.12709 -0.08570 1.12086  0.08
36 H 2.79869 1.17140 2.39726  0.12
37 H 4.73889 2.18730 1.25466  0.11
38 H 5.03689 1.86950 -1.17314  0.11
39 H 3.36809 0.60880 -2.47844  0.09
40 Br 2.59749 5.49130 2.04376  0.74
41 C 0.81089 5.23010 1.47886  -0.65
42 C -0.14241 6.22510 1.66236  -0.18
43 N -1.40251 6.06090 1.31346  0.08
44 C -1.78131 4.91760 0.77306  -0.07
45 C -0.89321 3.87110 0.53426  -0.09
46 C 0.43889 4.03010 0.90206  -0.03
47 C -1.29381 2.57380 -0.07174  -0.62
48 O -2.45791 2.14440 0.04016  0.02
49 O -0.39951 1.92370 -0.66784  -0.07
50 H 0.10739 7.17450 2.11536  0.11
51 H -2.82741 4.82190 0.52266  0.12
52 H 1.14539 3.22330 0.75436  0.11

Record 6
ORCA calculation (ωB97M-V/def2-TZVPD) on a 7-piece molecular cluster, C22H19Cl12N3O6 overall at a distorted geometry.

Its net charge is 0. The value obtained for the HOMO-LUMO gap is 9.11 eV. As for the SMILES: O=[N+]([O-])c1ccccc1.O=[N+]([O-])c1ccccc1.O=[N+]([O-])c1ccccc1.ClC(Cl)Cl.ClC(Cl)Cl.ClC(Cl)Cl.ClC(Cl)Cl. As for the LUMO energy: -0.753 eV.

Each line ends with the Löwdin charge.
Geometry (Å):
1 O 12.72208 10.76442 18.39041  0.09
2 N 13.92337 10.78200 18.56237  -0.34
3 O 14.72328 9.95438 18.22734  0.07
4 C 14.47936 12.03957 19.08307  -0.17
5 C 15.84940 12.12658 19.10149  0.01
6 C 16.38331 13.22272 19.77180  -0.13
7 C 15.68123 14.16954 20.32304  -0.12
8 C 14.25162 14.05244 20.27022  -0.07
9 C 13.59388 12.96667 19.64489  -0.01
10 H 16.52084 11.35836 18.78408  0.12
11 H 17.42705 13.34730 19.92534  0.11
12 H 16.13431 15.02212 20.82104  0.12
13 H 13.69368 14.85857 20.74821  0.11
14 H 12.54050 12.78775 19.71278  0.11
15 O 15.84151 10.63764 13.94759  0.02
16 N 15.43747 9.68170 13.37102  -0.38
17 O 15.48462 9.62965 12.17832  0.06
18 C 15.03717 8.56561 14.17845  -0.13
19 C 14.35773 7.45384 13.57811  0.02
20 C 14.04383 6.39875 14.41609  -0.07
21 C 14.34313 6.51445 15.79253  -0.06
22 C 14.84629 7.64718 16.40165  -0.05
23 C 15.19913 8.69152 15.55196  0.01
24 H 14.14910 7.61187 12.50243  0.13
25 H 13.45103 5.57884 14.08014  0.10
26 H 14.00639 5.65715 16.42248  0.12
27 H 14.83178 7.75101 17.44803  0.08
28 H 15.61076 9.57955 15.95043  0.10
29 O 11.87098 17.39206 9.57212  0.08
30 N 10.87879 16.87135 10.02712  -0.30
31 O 9.89415 17.45573 10.55007  0.03
32 C 10.78401 15.30418 9.97428  -0.13
33 C 9.63075 14.69397 10.26717  -0.05
34 C 9.57102 13.29343 10.36234  -0.08
35 C 10.72530 12.58284 10.12274  -0.08
36 C 11.92355 13.25130 9.80350  -0.08
37 C 11.93626 14.60487 9.68015  -0.03
38 H 8.74299 15.32944 10.38920  0.13
39 H 8.60121 12.79054 10.45692  0.12
40 H 10.81576 11.51611 10.00569  0.10
41 H 12.87291 12.74345 9.60726  0.07
42 H 12.89510 15.02051 9.41854  0.12
43 Cl 16.10933 13.37781 15.16184  0.58
44 C 15.97965 14.91285 15.95427  -1.51
45 Cl 17.63457 15.20992 16.64815  0.47
46 Cl 14.84749 15.02322 17.28312  0.61
47 H 15.79134 15.68442 15.22032  0.01
48 Cl 9.20123 17.08726 16.15737  0.44
49 C 9.34451 16.09347 17.72020  -1.43
50 Cl 8.94485 17.16639 19.06864  0.52
51 Cl 11.02224 15.46404 17.90048  0.49
52 H 8.58698 15.33187 17.58887  0.01
53 Cl 12.85582 15.25818 13.84638  0.51
54 C 12.13018 13.68092 14.21211  -1.53
55 Cl 13.01413 12.45355 13.33820  0.56
56 Cl 10.39552 13.81090 13.86070  0.54
57 H 12.24995 13.52207 15.30073  0.01
58 Cl 15.94803 12.68134 10.07688  0.50
59 C 16.19804 10.99104 9.53966  -1.62
60 Cl 17.55662 10.94872 8.54785  0.59
61 Cl 14.77230 10.34850 8.73505  0.54
62 H 16.43592 10.41189 10.46800  0.00